# 1
C3H4AgO3 | ωB97M-V/def2-TZVPD

Computed properties:
**Energy above the lowest of the compared OMol25 structures with the same formula, charge and spin**: 42.2 kcal/mol
**Charge**: -1
**LUMO energy**: 3.28 eV

Positions of all 11 atoms, in Å:
O (0.7584, 0.0005, -1.0116)
C (1.9892, -0.0911, -0.4526)
C (-0.7189, 0.7035, 0.0088)
O (2.7060, 0.9219, -0.3560)
O (2.2473, -1.2258, 0.0760)
C (-1.5988, -0.3301, 0.4585)
H (-0.0188, 1.4441, 0.4166)
H (-1.3325, 1.4777, -0.4737)
H (-1.8380, -0.3239, 1.5308)
H (-2.4829, -0.5115, -0.1667)
Ag (0.2890, -2.0654, -0.0302)

Force components x, y, z for each atom (eV/Å):
-1.4312 0.2999 -0.8995
-0.2327 2.1969 1.1506
-0.2674 1.5365 -0.1482
-0.0643 -0.5105 -0.3412
1.0001 -0.9063 -0.0240
0.7821 -0.2656 0.5673
0.1356 -1.3740 1.5131
0.5442 -0.7670 -2.1744
0.5588 -0.5987 -0.2194
0.2912 0.3899 0.2217
-1.3166 -0.0010 0.3539

In the Löwdin picture, each atom carries the following charge in e:
1. O -0.2357
2. C -0.9068
3. C -0.1641
4. O -0.0593
5. O -0.2109
6. C -0.2258
7. H 0.0840
8. H 0.0643
9. H -0.0007
10. H -0.0085
11. Ag 0.6635

***

# 2
C38H83Br2ClO15Si2 | ωB97M-V/def2-TZVPD

Computed properties:
**LUMO energy**: 0.26 eV

Positions of all 141 atoms, in Å:
C (2.5179, 4.7756, 3.4894)
C (2.7517, 3.4960, 2.6764)
C (2.6381, 3.6522, 1.0924)
Cl (1.7446, 5.1766, 0.7436)
Si (1.6716, 2.1284, 0.4679)
C (2.5009, 0.6608, 1.3373)
C (4.0468, 0.6642, 1.2395)
C (4.6994, -0.0158, 2.4424)
O (4.2589, 0.0051, 3.5638)
O (5.8646, -0.7090, 2.1302)
O (0.0915, 2.3914, 0.9625)
Si (-1.0527, 1.2686, 0.5046)
O (-0.5706, -0.3142, 0.7409)
C (-1.6004, 1.5082, -1.2892)
C (-3.1284, 1.5232, -1.4910)
C (-3.4246, 1.4555, -3.0168)
C (-4.3448, 0.2852, -3.3526)
O (-3.8813, -0.9302, -2.7464)
C (-3.0353, -1.6302, -3.5152)
C (-2.7840, -3.0391, -3.0233)
O (-2.4737, -1.1993, -4.5065)
C (-2.6106, 1.4661, 1.5944)
O (-3.2199, 0.1702, 1.6469)
C (-4.4827, 0.1629, 2.1882)
C (-4.8716, 0.8642, 3.3054)
C (-6.1613, 0.7201, 3.7463)
C (-7.0644, -0.0998, 3.1403)
C (-6.6814, -0.7933, 2.0104)
C (-5.3962, -0.6498, 1.5627)
C (1.8780, 2.0576, -1.4531)
Br (2.9456, 3.5746, -2.1474)
C (2.5720, 0.7652, -1.9755)
C (2.7476, 0.8926, -3.5315)
Br (1.5241, -0.8570, -1.6718)
H (3.1265, 5.6213, 3.1713)
H (2.8281, 4.5549, 4.5203)
H (1.4636, 5.0338, 3.5649)
H (3.7287, 3.0963, 2.9554)
H (1.9691, 2.7905, 2.9695)
H (3.6654, 3.6694, 0.7297)
H (2.1534, -0.3014, 0.9619)
H (2.2539, 0.7286, 2.4024)
H (4.5013, 1.6512, 1.1110)
H (4.3122, 0.0304, 0.3884)
H (5.6373, -1.5973, 1.8312)
H (-0.5941, -0.4390, 1.7005)
H (-1.1446, 0.6865, -1.8565)
H (-1.1934, 2.4449, -1.6847)
H (-3.4859, 2.5058, -1.1692)
H (-3.6495, 0.7574, -0.9168)
H (-2.5154, 1.4183, -3.6168)
H (-3.9608, 2.3667, -3.3016)
H (-5.3304, 0.5003, -2.9334)
H (-4.4772, 0.2022, -4.4327)
H (-1.9045, -3.4646, -3.4931)
H (-2.6846, -3.0006, -1.9349)
H (-3.6714, -3.6409, -3.2373)
H (-3.2775, 2.2539, 1.2305)
H (-2.2878, 1.7563, 2.6069)
H (-4.1717, 1.5029, 3.8288)
H (-6.5011, 1.2405, 4.6366)
H (-8.0747, -0.2392, 3.5025)
H (-7.3283, -1.4751, 1.4752)
H (-5.0795, -1.2060, 0.6848)
H (0.9305, 2.1376, -1.9872)
H (3.5865, 0.7075, -1.5817)
H (1.9458, 1.5133, -3.9359)
H (2.5739, -0.1030, -3.9420)
H (3.7411, 1.2483, -3.7961)
C (-10.7227, 1.7649, 6.4399)
C (-9.2801, 1.2940, 6.4336)
O (-8.3963, 2.3494, 6.0628)
H (-11.0039, 2.1413, 5.4555)
H (-11.3993, 0.9530, 6.7130)
H (-10.8584, 2.5845, 7.1495)
H (-9.1436, 0.4904, 5.7102)
H (-8.9930, 0.9203, 7.4221)
H (-8.5012, 3.0591, 6.7032)
C (-10.8741, -2.6144, 4.7835)
C (-10.7474, -1.8479, 3.4799)
O (-9.5777, -2.2402, 2.7657)
H (-9.9961, -2.4480, 5.4094)
H (-11.7637, -2.3058, 5.3354)
H (-10.9367, -3.6888, 4.5952)
H (-10.6646, -0.7781, 3.6721)
H (-11.6246, -2.0170, 2.8468)
H (-9.6483, -3.1817, 2.5817)
C (7.5571, -0.3168, -5.6080)
C (6.0667, -0.1990, -5.8679)
O (5.4584, 0.7194, -4.9610)
H (7.7398, -0.6469, -4.5845)
H (8.0201, -1.0272, -6.2945)
H (8.0476, 0.6525, -5.7269)
H (5.5775, -1.1618, -5.7284)
H (5.8809, 0.1380, -6.8926)
H (5.8794, 1.5758, -5.0879)
C (-2.3387, 0.0557, -7.4312)
C (-0.9080, 0.0211, -6.9264)
O (-0.8149, 0.5733, -5.6192)
H (-2.7120, 1.0811, -7.4452)
H (-2.4105, -0.3586, -8.4389)
H (-2.9911, -0.5183, -6.7697)
H (-0.2592, 0.6104, -7.5743)
H (-0.5332, -1.0079, -6.9056)
H (-1.3805, 0.0433, -5.0420)
C (8.5058, 2.8678, -0.6252)
C (7.4080, 2.4754, 0.3448)
O (6.5965, 3.6012, 0.6835)
H (9.1377, 3.6434, -0.1908)
H (9.1277, 2.0086, -0.8805)
H (8.0798, 3.2764, -1.5451)
H (7.8378, 2.0877, 1.2677)
H (6.7641, 1.7036, -0.0905)
H (6.2106, 3.9316, -0.1342)
C (3.3664, -5.4851, -0.8566)
C (1.8672, -5.3812, -1.0592)
O (1.2852, -4.4590, -0.1410)
H (3.5922, -5.8034, 0.1627)
H (3.8050, -6.1999, -1.5545)
H (3.8445, -4.5125, -1.0035)
H (1.3915, -6.3473, -0.8920)
H (1.6404, -5.0558, -2.0804)
H (1.6954, -3.6016, -0.2937)
C (2.3702, -9.8907, -1.1277)
C (2.3176, -9.2898, -2.5203)
O (3.4870, -8.5203, -2.7914)
H (2.4664, -9.1045, -0.3775)
H (1.4703, -10.4703, -0.9161)
H (3.2387, -10.5452, -1.0223)
H (1.4625, -8.6219, -2.6160)
H (2.2266, -10.0768, -3.2760)
H (4.2462, -9.1063, -2.7199)
C (7.4428, 4.8381, 5.0222)
C (7.5713, 5.9526, 3.9996)
O (8.2946, 5.5169, 2.8545)
H (8.4294, 4.4900, 5.3308)
H (6.8966, 5.1754, 5.9051)
H (6.9172, 3.9810, 4.5938)
H (8.1129, 6.7982, 4.4223)
H (6.5809, 6.2996, 3.6842)
H (7.8109, 4.7762, 2.4708)

Force components x, y, z for each atom (eV/Å):
0.3989 -0.5237 0.8372
-0.6935 0.5802 -0.6356
-0.1556 -0.5370 1.8071
0.2415 -0.2616 -0.5411
0.8053 1.1181 0.1897
0.2463 0.3632 0.0887
-0.2085 -0.7845 -0.0446
-0.6774 -0.1851 0.6983
0.6087 0.0963 -1.0654
-0.2067 0.3823 0.1952
0.5248 -1.2013 -0.6327
-1.5352 0.0707 -0.3555
0.1289 1.0446 0.2987
0.3828 -0.4064 0.6754
0.6375 0.7654 -0.8344
-0.6688 -0.2427 0.3589
-0.1702 1.3121 0.0859
-0.0186 -0.5636 -0.9701
1.0051 -0.5765 -0.1596
-0.5899 0.5772 0.5383
-0.8703 -0.1642 0.6843
1.2568 0.0225 0.6051
-0.1933 0.6218 -0.0962
0.2147 -0.1984 -0.2228
0.8630 0.4222 0.0273
-0.6008 0.6840 1.4991
-1.0180 -0.7044 -0.5930
-0.0308 -0.3082 -0.0616
0.2654 -0.7748 -1.1577
-0.0305 -1.0352 0.2792
-0.1479 -0.2045 0.3111
0.3681 1.5646 -1.8951
-0.6565 -0.8248 0.6851
0.1335 0.2464 0.3613
-0.1927 0.0031 -0.1986
-0.0120 0.0257 -0.1086
0.0730 0.2138 -0.3387
-0.0890 -0.2161 -0.2491
0.2562 -0.0383 0.3370
-0.2211 0.5273 -0.4258
-0.2069 0.1170 0.1369
-0.1910 -0.0236 -0.1381
0.0532 -0.0786 0.0059
0.2618 0.3949 -0.1078
0.0261 -0.0209 -0.0116
0.0198 -0.5523 -0.1030
-0.0879 0.1052 -0.1067
0.0151 -0.1022 -0.0119
-0.0965 -0.2267 0.3329
0.0693 -0.0625 -0.1039
0.0336 -0.0413 0.1158
0.0795 -0.0964 -0.1745
0.0907 -0.3674 0.2030
0.2128 -0.3846 0.0652
-0.0223 0.0844 -0.0363
0.1049 -0.1595 -0.1029
0.1131 -0.0156 -0.0410
-0.1541 -0.2065 -0.0177
-0.1175 0.1094 -0.0927
-0.0720 0.0307 0.0119
0.2123 0.1508 -0.0431
0.0655 0.1758 0.1634
-0.2553 0.1192 0.1889
0.1124 0.1016 0.0415
0.0388 0.0992 0.0969
-0.2909 -0.5579 0.5061
0.1906 0.0990 -0.0608
0.4208 0.1244 -0.2602
-0.3884 -0.0170 -0.0034
-0.0186 -0.0112 -0.0787
-0.0746 0.3322 0.2137
0.0527 -0.1748 -0.1588
0.0127 -0.0597 -0.0208
-0.0110 0.0264 0.0265
-0.0177 -0.0692 0.0693
0.1252 0.0477 -0.0285
-0.0694 -0.1576 -0.0354
0.0206 0.0231 -0.0092
0.0445 0.0534 0.0492
0.0245 -0.4118 -0.0202
-0.0047 0.2129 0.0078
-0.0159 0.0588 -0.0010
-0.0051 -0.0389 -0.0010
-0.0945 0.0112 -0.0074
0.0830 0.0101 -0.1044
-0.0888 0.1294 0.0841
0.0292 -0.0105 -0.0003
-0.0007 -0.0310 0.0598
0.2335 0.3071 -0.0015
0.1375 -0.1574 -0.0578
-0.0296 -0.0606 -0.0201
0.0235 0.0289 -0.0015
0.0090 -0.0213 -0.0982
-0.1087 0.0708 0.0594
0.0042 -0.1478 -0.0504
-0.0075 0.0095 -0.0051
-0.1262 -0.0111 -0.0710
-0.2419 -0.0493 0.4446
0.3641 0.4252 -0.1689
0.0652 0.0313 -0.0588
-0.0202 0.0071 -0.0138
0.0907 -0.0301 -0.1042
0.0604 0.0201 0.0555
0.0105 -0.0339 -0.1583
0.0436 -0.0241 -0.1726
0.0346 0.0678 0.0247
-0.0660 0.0881 -0.3851
-0.0204 -0.0885 0.3297
0.0154 -0.0494 0.0469
-0.0125 0.0081 -0.0252
-0.0094 -0.0957 -0.0318
-0.1369 0.0582 0.0771
0.1443 -0.1524 0.0528
-0.0138 0.1221 0.0200
0.0875 -0.0632 0.0155
0.2177 0.3804 0.0006
-0.1265 -0.1681 0.0536
-0.0496 -0.0546 -0.0097
-0.0053 0.0094 0.0021
-0.0318 0.0005 -0.0940
-0.0866 0.0584 0.0567
0.0274 -0.1683 -0.0627
-0.0389 0.0510 0.0129
-0.0189 0.0587 0.0361
0.3164 -0.2156 0.1123
-0.1424 0.1708 -0.0423
-0.0616 0.0184 -0.0196
0.0269 -0.0215 0.0129
-0.0548 -0.0714 -0.0357
0.0789 0.0816 -0.0730
-0.1656 -0.0038 0.0209
0.0206 0.0111 -0.0075
0.0334 0.0052 0.0410
-0.1230 -0.3513 -0.1660
0.1356 0.0766 0.0847
0.0080 0.0621 0.0232
-0.0174 -0.0380 -0.0062
-0.0842 0.0455 0.0195
0.0469 0.0135 -0.0997
-0.0194 0.0911 0.1399
-0.0687 0.0694 -0.1760

Results of the Löwdin charge analysis, in e, for atoms 1 through 99:
1. C -0.1615
2. C -0.2964
3. C -0.7153
4. Cl 0.5923
5. Si 0.4472
6. C -0.2182
7. C -0.1407
8. C -0.4660
9. O 0.1313
10. O 0.0536
11. O -0.2257
12. Si 0.4079
13. O -0.1519
14. C -0.2058
15. C -0.2180
16. C -0.1538
17. C -0.1589
18. O 0.0125
19. C -0.4800
20. C 0.0408
21. O 0.0606
22. C -0.2011
23. O -0.1166
24. C -0.2980
25. C -0.0175
26. C -0.0851
27. C -0.0919
28. C -0.0764
29. C -0.0228
30. C -0.6884
31. Br 0.7386
32. C -0.7797
33. C -0.2002
34. Br 0.8130
35. H 0.0607
36. H 0.0730
37. H 0.0608
38. H 0.1021
39. H 0.0812
40. H 0.0279
41. H 0.0344
42. H 0.0810
43. H 0.0996
44. H 0.1041
45. H 0.1137
46. H 0.0720
47. H 0.0596
48. H 0.0870
49. H 0.1077
50. H 0.0989
51. H 0.0975
52. H 0.1183
53. H 0.1305
54. H 0.1254
55. H 0.0876
56. H 0.0935
57. H 0.0930
58. H 0.1025
59. H 0.0899
60. H 0.1142
61. H 0.0959
62. H 0.0825
63. H 0.0992
64. H 0.1194
65. H 0.0339
66. H 0.0706
67. H 0.0677
68. H 0.0419
69. H 0.0296
70. C -0.0919
71. C -0.3173
72. O -0.0876
73. H 0.0766
74. H 0.0710
75. H 0.0719
76. H 0.0928
77. H 0.1113
78. H 0.0807
79. C -0.0907
80. C -0.3149
81. O -0.0925
82. H 0.0738
83. H 0.0730
84. H 0.0721
85. H 0.1013
86. H 0.1094
87. H 0.0847
88. C -0.0933
89. C -0.3071
90. O -0.1036
91. H 0.0744
92. H 0.0739
93. H 0.0717
94. H 0.1139
95. H 0.1103
96. H 0.0866
97. C -0.0934
98. C -0.3187
99. O -0.1105

***

# 3
C5H10N2 | ωB97M-V/def2-TZVPD

Computed properties:
**Energy above the lowest of the compared OMol25 structures with the same formula, charge and spin**: 75.9 kcal/mol
**Structure (SMILES)**: C[C@H]1N[C@H]1[C@H]1CN1
**LUMO energy**: 1.17 eV

Positions of all 17 atoms, in Å:
C (0.8843, -0.7691, -1.5456)
C (-0.5030, -0.1619, -1.4415)
N (-1.4848, -0.6793, -0.4330)
C (-0.7925, 0.5705, -0.2159)
C (0.3116, 0.8395, 0.7555)
C (0.0316, 0.8292, 2.2005)
N (0.7740, -0.2699, 1.5728)
H (0.9633, -1.5109, -2.3431)
H (1.2199, -1.2252, -0.6060)
H (1.5821, 0.0474, -1.7570)
H (-1.0511, 0.0600, -2.3430)
H (-1.2291, -1.6513, -0.6196)
H (-1.5298, 1.3696, -0.3290)
H (1.0871, 1.4827, 0.3386)
H (0.6173, 1.4594, 2.8647)
H (-0.9969, 0.6423, 2.5089)
H (0.1162, -1.0328, 1.3926)

Force components x, y, z for each atom (eV/Å):
-0.1358 -0.0008 -0.1168
-0.2241 0.5447 -0.6318
-0.5518 -1.1865 -1.4351
0.0298 0.3675 -0.0901
-0.0984 -0.0703 -0.1532
-0.1257 0.1451 0.2588
-0.0427 -0.2643 0.0852
-0.0463 0.0659 0.0146
-0.2001 0.0902 -0.2276
0.0713 -0.1649 -0.1163
0.4867 0.5148 -0.4416
0.3297 0.1135 2.2402
0.2258 -0.0713 0.2963
-0.0447 -0.0561 0.2367
-0.1124 -0.1370 -0.0713
0.2018 0.0512 -0.0447
0.2368 0.0582 0.1967

In the Löwdin picture, each atom carries the following charge in e:
1. C -0.0553
2. C -0.3219
3. N 0.0373
4. C -0.2797
5. C -0.3094
6. C -0.1322
7. N 0.0201
8. H 0.0737
9. H 0.0715
10. H 0.0823
11. H 0.1247
12. H 0.1098
13. H 0.1454
14. H 0.1420
15. H 0.0984
16. H 0.1115
17. H 0.0820